1.
{"formula": "C11H22Cl2I2NP2V", "method": "ωB97M-V with the def2-TZVPD basis set", "charge": 3, "relative_energy_kcal_mol": 3.5, "multiplicity": 2, "lumo_ev": [-13.12, -14.14], "largest_force_ha_per_bohr": 0.0427, "gap_ha": [0.2204, 0.1827], "elements": ["I", "I", "V", "P", "C", "C", "H", "H", "H", "H", "H", "H", "C", "H", "H", "H", "P", "C", "C", "H", "H", "H", "C", "H", "H", "H", "H", "H", "H", "Cl", "Cl", "C", "C", "C", "C", "N", "C", "H", "H", "H", "H"], "xyz": [[-1.3391, -2.2904, -0.8383], [1.0223, 2.2470, -1.3779], [-0.0401, 0.0062, -0.3644], [1.9452, -1.1609, -1.3413], [2.9654, -1.5478, 0.1303], [1.8029, -2.7755, -2.1740], [2.7971, -3.1019, -2.4938], [3.9212, -0.9857, -2.7158], [1.1522, -2.6672, -3.0432], [2.5836, 0.0275, -3.3345], [2.3911, -2.1806, 0.8163], [1.3644, -3.5100, -1.4975], [3.1160, -0.2979, -2.4390], [3.8752, -2.0708, -0.1882], [3.5251, 0.5796, -1.9364], [3.2307, -0.6184, 0.6472], [-2.2521, 1.1012, -0.7988], [-2.8189, 1.5694, 0.8792], [-2.3847, 2.6634, -1.7266], [-3.4054, -0.2161, -2.4513], [-4.5311, 0.8448, -1.5533], [-3.9135, -0.6666, -0.8122], [-3.6718, 0.1723, -1.4665], [-2.0180, 2.5022, -2.7416], [-3.4331, 2.9746, -1.7565], [-3.7928, 2.0682, 0.8050], [-2.0867, 2.2460, 1.3341], [-1.7758, 3.4342, -1.2531], [-2.9047, 0.6724, 1.5028], [-0.4225, -0.0925, -2.8952], [-0.7788, -2.0807, 4.7502], [-0.0832, -0.8395, 3.7706], [0.6734, 0.1970, 4.3523], [1.2083, 1.1684, 3.4948], [0.9796, 1.0848, 2.1119], [0.2510, 0.0804, 1.5698], [-0.2853, -0.8905, 2.3949], [0.8188, 0.2156, 5.4257], [1.8064, 2.0064, 3.8718], [1.3675, 1.8206, 1.4200], [-0.8598, -1.6894, 1.9226]], "mulliken_spin": [0.19, 0.23, -0.06, 0.01, 0.00, 0.00, 0.00, 0.00, 0.00, 0.00, 0.00, 0.00, 0.00, 0.00, 0.00, 0.00, 0.01, 0.00, 0.00, 0.00, 0.00, 0.00, 0.00, 0.00, 0.00, 0.00, 0.00, 0.00, 0.00, 0.60, 0.00, 0.00, 0.00, 0.00, 0.00, -0.01, 0.00, 0.00, 0.00, 0.00, 0.00]}



2.
{"formula": "C11H22Cl8F3N2", "method": "ωB97M-V with the def2-TZVPD basis set", "charge": 1, "relative_energy_kcal_mol": 0.0, "multiplicity": 1, "lumo_ev": -3.20, "largest_force_ha_per_bohr": 0.0462, "gap_ha": 0.3326, "elements": ["F", "C", "F", "F", "C", "C", "C", "C", "N", "C", "C", "N", "H", "H", "H", "H", "H", "H", "H", "H", "H", "H", "H", "H", "H", "H", "C", "Cl", "Cl", "H", "H", "C", "Cl", "Cl", "H", "H", "C", "Cl", "Cl", "H", "H", "C", "Cl", "Cl", "H", "H"], "xyz": [[-0.7753, 2.6760, 3.2127], [0.3379, 2.0179, 2.8755], [1.1268, 2.9032, 2.3136], [0.9273, 1.6345, 3.9650], [0.0881, 0.8835, 1.9468], [-0.9656, -0.1086, 2.4181], [-2.4238, 0.3446, 2.2484], [-2.9844, 0.7373, 3.6451], [-4.2228, 1.6111, 3.6016], [-4.2294, 2.5741, 2.4623], [-4.0012, 1.7588, 1.1940], [-2.6077, 1.3282, 1.2011], [-0.1588, 1.3042, 0.9862], [1.0305, 0.3859, 1.7983], [-0.8065, -1.0142, 1.8594], [-0.7554, -0.3229, 3.4585], [-2.9808, -0.5299, 1.9425], [-3.2888, -0.1772, 4.1302], [-2.2587, 1.1759, 4.3024], [-5.0345, 1.0023, 3.5094], [-4.2838, 2.1486, 4.4655], [-5.1246, 3.1779, 2.4348], [-3.4038, 3.2551, 2.5813], [-4.2609, 2.3312, 0.3174], [-4.6268, 0.8768, 1.2439], [-2.0611, 2.1644, 1.3715], [0.8530, -1.6491, -1.5060], [0.6506, 0.1013, -1.6198], [0.0474, -2.3586, -0.0972], [0.4346, -2.0985, -2.3991], [1.9097, -1.8645, -1.4356], [3.0427, 1.5520, -3.9785], [1.6590, 1.2466, -5.0369], [4.5452, 0.9333, -4.6709], [3.1389, 2.6217, -3.8330], [2.8690, 1.0552, -3.0316], [4.5203, -3.4152, -1.4945], [4.3583, -1.9835, -2.5172], [3.6534, -3.2150, 0.0397], [4.1091, -4.2710, -2.0182], [5.5714, -3.5709, -1.2824], [3.2102, -3.5210, -6.2304], [4.2867, -4.2313, -5.0183], [3.0094, -1.7805, -5.9929], [3.6353, -3.6934, -7.2118], [2.2399, -3.9962, -6.1508]], "mulliken_charge": [-0.24, 0.79, -0.31, -0.28, -0.72, -0.82, 0.34, -1.30, 0.02, -0.56, -0.93, -0.34, 0.38, 0.41, -0.10, 0.48, 0.68, 0.39, 0.45, 0.39, 0.35, 0.44, 0.36, 0.41, 0.41, 0.25, 0.46, -0.18, -0.17, 0.38, -0.49, -0.10, -0.14, -0.14, 0.34, 0.03, -0.38, -0.04, -0.15, 0.24, 0.36, -0.37, -0.14, -0.07, 0.31, 0.28]}



3.
{"formula": "C11H22F5N5O14PS", "method": "ωB97M-V with the def2-TZVPD basis set", "charge": -1, "multiplicity": 1, "lumo_ev": 1.80, "largest_force_ha_per_bohr": 0.1396, "gap_ha": 0.2988, "elements": ["C", "C", "P", "S", "O", "O", "C", "F", "F", "C", "F", "F", "F", "O", "C", "C", "O", "H", "H", "H", "H", "H", "H", "H", "C", "N", "O", "O", "H", "H", "H", "C", "N", "O", "O", "H", "H", "H", "C", "N", "O", "O", "H", "H", "H", "C", "N", "O", "O", "H", "H", "H", "C", "N", "O", "O", "H", "H", "H"], "xyz": [[-0.1283, 1.8791, 1.5095], [-0.7422, 0.8230, 1.3944], [-1.5396, -0.9108, 1.5657], [-0.2324, -1.6683, -0.0136], [-1.0528, -1.8517, -1.2492], [0.7419, -0.5896, -0.3640], [0.7348, -3.2235, 0.2424], [0.4560, -4.0860, -0.8408], [2.1027, -2.9122, 0.0754], [0.6171, -4.0803, 1.5591], [1.8758, -4.1472, 2.1774], [-0.2749, -3.7197, 2.5167], [0.3200, -5.4114, 1.2120], [-2.6009, -0.4600, 0.2714], [-3.9551, -0.7913, 0.6226], [-3.9654, -0.9356, 2.2440], [-2.7227, -0.4327, 2.7674], [0.6892, 2.6325, 1.6416], [-2.1990, -2.2033, 1.6976], [-0.6422, -1.1233, 2.6776], [-4.2289, -1.6992, 0.0099], [-4.7077, 0.0329, 0.4036], [-4.1927, -1.9868, 2.6129], [-4.9064, -0.3674, 2.5133], [-2.5494, 5.2842, 0.1228], [-2.7688, 4.2412, 1.1588], [-2.1554, 4.3535, 2.2063], [-3.5459, 3.3509, 0.8827], [-1.8359, 6.0108, 0.5034], [-2.1596, 4.7880, -0.7642], [-3.5102, 5.7546, -0.0776], [-1.6028, 3.8180, 5.5589], [-1.0770, 4.5752, 6.7271], [-0.6192, 5.6851, 6.5177], [-1.1427, 4.0281, 7.8138], [-1.4803, 4.4227, 4.6645], [-1.0312, 2.8952, 5.4810], [-2.6554, 3.6156, 5.7459], [1.5531, 0.2746, -3.6180], [1.1926, 1.5251, -4.3394], [1.6462, 1.6773, -5.4663], [0.4719, 2.3086, -3.7577], [2.1972, -0.3236, -4.2578], [2.0722, 0.5590, -2.7048], [0.6286, -0.2564, -3.3955], [2.8566, -7.5706, 0.8854], [3.5069, -8.8501, 1.2766], [2.8036, -9.7045, 1.7853], [4.7009, -8.9499, 1.0583], [1.8007, -7.6225, 1.1368], [3.3455, -6.7709, 1.4386], [2.9919, -7.4483, -0.1875], [3.3983, 3.2562, -7.3995], [4.4212, 4.1572, -7.9961], [5.4390, 4.3528, -7.3564], [4.1646, 4.6359, -9.0868], [3.7578, 2.9064, -6.4363], [2.4821, 3.8309, -7.2827], [3.2565, 2.4223, -8.0839]], "mulliken_charge": [-0.26, -0.69, 0.77, 1.17, -0.76, -0.70, 0.53, -0.26, -0.25, 0.49, -0.28, -0.20, -0.27, -0.40, -0.31, -0.44, -0.64, 0.34, 0.15, 0.05, 0.20, 0.22, 0.25, 0.33, -0.79, 0.80, -0.45, -0.48, 0.30, 0.30, 0.30, -0.58, 0.89, -0.53, -0.55, 0.26, 0.27, 0.25, -0.68, 0.90, -0.57, -0.53, 0.31, 0.30, 0.25, -0.69, 0.87, -0.52, -0.54, 0.31, 0.27, 0.29, -0.70, 0.86, -0.52, -0.53, 0.32, 0.29, 0.27]}



4.
{"formula": "C11H22N2O4", "method": "ωB97M-V with the def2-TZVPD basis set", "relative_energy_kcal_mol": 69.6, "multiplicity": 1, "lumo_ev": 0.82, "largest_force_ha_per_bohr": 0.0122, "smiles": "COCCN(CCOC)C(=O)N1CCOCC1", "gap_ha": 0.3561, "elements": ["C", "H", "O", "C", "C", "N", "C", "O", "N", "C", "H", "C", "H", "O", "C", "H", "C", "H", "H", "H", "H", "H", "C", "H", "C", "O", "C", "H", "H", "H", "H", "H", "H", "H", "H", "H", "H", "H", "H"], "xyz": [[-1.1920, -2.0727, -1.4668], [-2.1051, -2.2418, -2.0349], [-1.5345, -2.2731, -0.1140], [-0.4691, -2.1552, 0.8043], [-0.5062, -0.8472, 1.6154], [-0.3013, 0.3707, 0.8491], [0.6164, 0.4842, -0.1658], [0.4045, 1.1587, -1.1577], [1.7834, -0.2554, -0.0123], [2.6385, -0.3371, -1.1892], [2.0074, -0.3319, -2.0776], [3.6227, 0.8327, -1.2430], [4.3277, 0.7111, -2.0663], [4.3973, 0.8913, -0.0625], [3.5713, 1.0327, 1.0666], [4.2360, 1.0670, 1.9317], [2.5800, -0.1342, 1.1965], [1.9428, 0.0452, 2.0589], [3.1323, -1.0699, 1.3350], [3.0054, 1.9762, 1.0025], [3.0605, 1.7681, -1.3743], [3.1899, -1.2807, -1.1273], [-1.4126, 1.3033, 0.8049], [-1.0336, 2.2571, 0.4352], [-2.5766, 0.8540, -0.0837], [-3.7031, 1.6359, 0.2510], [-4.8195, 1.3450, -0.5474], [-4.6152, 1.5464, -1.6064], [-5.6254, 1.9905, -0.2040], [-5.1208, 0.2947, -0.4429], [-2.3128, 0.9924, -1.1414], [-2.7951, -0.2117, 0.0842], [-1.7880, 1.4468, 1.8212], [0.2312, -0.9377, 2.4212], [-1.4927, -0.7685, 2.0744], [0.4941, -2.2559, 0.2951], [-0.5781, -2.9808, 1.5181], [-0.8307, -1.0591, -1.6593], [-0.4289, -2.7912, -1.7886]], "mulliken_charge": [-0.49, 0.26, -0.41, -0.50, -0.92, 0.44, -0.04, -0.61, 0.39, -0.70, 0.43, -0.56, 0.36, -0.43, -0.72, 0.40, -0.58, 0.37, 0.32, 0.33, 0.33, 0.39, -1.15, 0.31, -0.03, -0.40, -0.74, 0.29, 0.27, 0.30, 0.33, 0.30, 0.45, 0.37, 0.46, 0.28, 0.42, 0.13, 0.35]}



5.
{"formula": "C11H22N2S", "method": "ωB97M-V with the def2-TZVPD basis set", "relative_energy_kcal_mol": 222.8, "multiplicity": 1, "lumo_ev": 0.51, "largest_force_ha_per_bohr": 0.1035, "gap_ha": 0.3032, "elements": ["C", "C", "C", "C", "C", "C", "C", "C", "C", "C", "C", "H", "H", "H", "H", "H", "H", "H", "H", "H", "H", "H", "H", "H", "H", "H", "H", "H", "H", "H", "H", "H", "H", "N", "N", "S"], "xyz": [[3.5171, -1.3174, -1.4527], [3.6673, -0.0028, -0.4786], [2.3566, 0.7977, -0.1071], [1.3376, -0.0080, 0.8166], [0.0248, 0.5707, 1.2673], [0.2506, 2.0453, 1.6212], [-0.9369, 1.7985, -0.3319], [-1.0130, -0.5115, -0.9747], [-1.7446, -1.7414, -0.4306], [-3.0908, -1.4619, 0.4388], [-4.3854, -0.6905, -0.1004], [2.5276, -1.9899, -0.9898], [3.6499, -1.0594, -2.7917], [4.6566, -2.0495, -0.7734], [4.2124, -0.1955, 0.4142], [4.5263, 0.9054, -0.6827], [2.6973, 1.7237, 0.3140], [1.7804, 1.1146, -0.9967], [1.8427, -0.4251, 1.7049], [0.9336, -0.9682, 0.3152], [-0.3767, -0.0318, 2.0039], [1.5907, 2.1447, 1.4684], [-0.3510, 2.3617, 2.7000], [-0.7212, 3.5586, 0.5742], [-1.5617, -0.0571, -1.7090], [0.1020, -0.6719, -1.3559], [-1.2521, -2.2517, 0.3473], [-1.8323, -2.5169, -1.2576], [-2.7005, -0.7696, 1.2180], [-3.0289, -2.4532, 0.9137], [-4.3016, 0.6029, 0.0162], [-4.5618, -1.1404, -1.1548], [-5.1462, -1.0238, 0.8589], [-0.1814, 2.7583, 0.3626], [-0.7869, 0.5563, 0.0514], [-1.7005, 2.3989, -1.8191]], "mulliken_charge": [-0.67, -1.02, -0.34, -0.73, -0.05, -0.47, -0.16, -1.02, -0.72, -0.48, -0.83, 0.22, 0.24, 0.23, 0.46, 0.29, 0.55, 0.29, 0.36, -0.16, 0.60, 0.16, 0.29, 0.31, 0.68, 0.28, 0.28, 0.45, 0.12, 0.41, 0.19, 0.27, 0.27, -0.25, 0.30, -0.36]}



6.
{"formula": "C11H22N3", "method": "ωB97M-V with the def2-TZVPD basis set", "charge": 1, "relative_energy_kcal_mol": 27.7, "multiplicity": 1, "lumo_ev": -3.04, "largest_force_ha_per_bohr": 0.1142, "smiles": "C=C1N=C(C)[C@](C)(N)[C@@](C)([NH3+])C1(C)C", "gap_ha": 0.3337, "elements": ["C", "C", "C", "C", "C", "C", "C", "C", "C", "C", "C", "N", "N", "N", "H", "H", "H", "H", "H", "H", "H", "H", "H", "H", "H", "H", "H", "H", "H", "H", "H", "H", "H", "H", "H", "H"], "xyz": [[1.0391, -1.5350, 0.3437], [-1.2078, -1.3672, -0.3271], [1.8103, -2.1368, 1.3228], [1.3030, -0.1284, -0.2137], [-1.1958, 0.1854, -0.0851], [0.2597, 0.8222, 0.2872], [-2.4475, -1.8856, -0.8937], [2.7125, 0.4581, 0.2123], [1.2843, -0.2409, -1.7757], [-2.3832, 0.5117, 0.8870], [0.3609, 2.2765, -0.1586], [-0.1702, -2.0157, -0.1417], [-1.4645, 0.6407, -1.4716], [0.3580, 0.8776, 1.8251], [1.4778, -3.0951, 1.7331], [2.7517, -1.8402, 1.7383], [-2.4898, -1.6515, -1.9974], [-3.3868, -1.7651, -0.4391], [-2.2659, -3.0749, -0.9871], [2.5810, 1.6389, 0.2220], [3.4439, 0.0577, -0.5246], [2.9401, 0.2310, 1.2407], [0.4174, -0.7639, -2.2274], [2.2514, -0.5982, -2.1366], [1.1679, 0.7615, -2.0092], [-3.2818, 0.5497, 0.4027], [-2.1132, 1.4658, 1.4157], [-2.5292, -0.2836, 1.6302], [-0.5267, 2.7643, 0.2034], [0.2607, 2.2358, -1.3026], [1.2994, 2.6225, 0.1507], [-2.3103, 0.1935, -1.7219], [-1.3612, 1.6211, -1.6258], [-0.3170, 1.4551, 2.3587], [1.2847, 1.1598, 2.0177], [0.4470, -0.1466, 2.0474]], "mulliken_charge": [-0.26, 0.38, -1.06, 1.89, 2.08, -1.26, -1.91, -1.01, -1.60, -2.00, -1.96, -0.49, -0.47, 0.22, 0.33, 0.29, 0.45, 0.37, 0.37, 0.10, 0.33, 0.46, 0.32, 0.42, 0.53, 0.50, 0.44, 0.40, 0.39, 0.48, 0.55, 0.30, 0.15, 0.35, 0.42, 0.49]}



7.
{"formula": "C11H22NOS", "method": "ωB97M-V with the def2-TZVPD basis set", "charge": 1, "relative_energy_kcal_mol": 134.4, "multiplicity": 1, "lumo_ev": -5.11, "largest_force_ha_per_bohr": 0.0974, "gap_ha": 0.2540, "elements": ["C", "O", "C", "C", "C", "C", "C", "C", "C", "C", "C", "S", "C", "N", "H", "H", "H", "H", "H", "H", "H", "H", "H", "H", "H", "H", "H", "H", "H", "H", "H", "H", "H", "H", "H", "H"], "xyz": [[2.5754, 2.7920, 0.2869], [3.4506, 1.6721, 0.7149], [3.5971, 0.8018, -0.4986], [2.9917, -0.6803, -0.1175], [1.3687, -0.8327, -0.3646], [0.9215, -2.2867, 0.2494], [-0.7122, -2.4975, 0.3824], [-1.2356, -1.5373, 1.6021], [-2.3207, -0.3872, 1.1724], [-2.0990, 0.2613, -0.3168], [-1.7807, 1.8976, -0.3439], [-2.4359, 2.2098, -2.1086], [-3.8730, 1.0057, -1.9926], [-3.4775, 0.1154, -0.9947], [3.0943, 3.3811, -0.5857], [2.4170, 3.5133, 1.2016], [1.5455, 2.3493, -0.0702], [4.7714, 0.6466, -0.6417], [3.1412, 1.2843, -1.4632], [3.1599, -0.8564, 1.0509], [3.5454, -1.5655, -0.6872], [0.7576, 0.0710, 0.1104], [1.1687, -0.7585, -1.5366], [1.3411, -2.3236, 1.3612], [1.4647, -3.1508, -0.3279], [-0.8562, -3.6284, 0.7352], [-1.2964, -2.3918, -0.6255], [-0.3569, -1.0354, 2.2223], [-1.7902, -2.2531, 2.3790], [-2.1886, 0.5026, 1.9573], [-3.4109, -0.7940, 1.3422], [-1.2765, -0.1612, -1.0340], [-2.4762, 2.2986, 0.5350], [-0.6158, 1.9927, -0.2045], [-4.8894, 0.9540, -2.5874], [-4.2201, -0.6088, -0.8021]], "mulliken_charge": [-0.23, -0.34, -0.48, -0.58, 0.20, -0.87, -0.54, -0.64, -0.80, -0.12, 0.03, -0.01, -0.03, -0.11, 0.30, 0.25, -0.14, 0.26, 0.28, 0.30, 0.35, -0.29, 0.24, 0.28, 0.38, 0.32, 0.29, 0.35, 0.38, 0.22, 0.38, 0.45, 0.40, -0.14, 0.36, 0.30]}



8.
{"formula": "C11H22O9S3", "method": "ωB97M-V with the def2-TZVPD basis set", "multiplicity": 1, "lumo_ev": 0.38, "largest_force_ha_per_bohr": 0.0115, "gap_ha": 0.3549, "elements": ["O", "C", "O", "C", "C", "O", "S", "O", "O", "H", "H", "H", "H", "H", "H", "C", "C", "C", "S", "O", "O", "C", "H", "H", "H", "H", "H", "H", "H", "H", "C", "C", "C", "S", "O", "O", "C", "H", "H", "H", "H", "H", "H", "H", "H"], "xyz": [[-3.2363, -5.0495, 1.9927], [-3.8301, -4.5994, 1.0547], [-5.0496, -3.9804, 1.2091], [-3.2590, -4.6127, -0.3471], [-4.2630, -4.5477, -1.4999], [-4.4456, -3.2687, -2.1236], [-4.5358, -1.9661, -1.1393], [-5.7809, -1.3022, -1.4542], [-3.3614, -1.2048, -1.9479], [-5.7646, -4.6293, 1.2237], [-2.7281, -5.5662, -0.4098], [-2.5030, -3.8280, -0.4318], [-3.8917, -5.1781, -2.3083], [-5.2352, -4.9470, -1.1945], [-2.8929, -0.6252, -1.3233], [1.5629, -0.7259, 1.5428], [2.2109, -1.1629, 0.2207], [1.0858, -1.6383, -0.7088], [-0.3785, -0.7265, -0.2090], [-1.3528, -1.6576, 0.3189], [-0.7764, 0.2062, -1.2364], [0.3754, 0.1453, 1.1527], [2.2571, -0.1729, 2.1722], [1.2165, -1.6000, 2.0994], [2.7188, -0.3111, -0.2310], [2.9467, -1.9516, 0.3722], [1.2773, -1.4241, -1.7571], [0.8614, -2.6953, -0.5785], [-0.3613, 0.2705, 1.9432], [0.7020, 1.1116, 0.7796], [2.6885, 5.6975, 0.5366], [4.0073, 5.3747, -0.1805], [4.3211, 3.8960, 0.0824], [2.7311, 3.0904, 0.3170], [2.6562, 2.6008, 1.6729], [2.4630, 2.2033, -0.7877], [1.7303, 4.5658, 0.1777], [2.2885, 6.6635, 0.2341], [2.8459, 5.7224, 1.6168], [3.8901, 5.5418, -1.2526], [4.8208, 6.0109, 0.1636], [4.8281, 3.4127, -0.7485], [4.8894, 3.7531, 0.9993], [0.8761, 4.4733, 0.8443], [1.3951, 4.6314, -0.8569]], "mulliken_charge": [-0.54, 0.58, -0.44, -0.38, -0.27, -0.35, 0.76, -0.60, -0.38, 0.33, 0.36, 0.10, 0.29, 0.26, 0.28, -0.64, -0.43, -0.82, 1.29, -0.62, -0.81, -0.32, 0.35, 0.36, 0.12, 0.38, 0.43, 0.35, 0.52, -0.16, -0.59, -0.60, -0.75, 1.26, -0.68, -0.68, -0.77, 0.36, 0.30, 0.30, 0.33, 0.36, 0.38, 0.40, 0.40]}